This record from the OMol25 dataset describes a gas-phase ion, C5H8N3O2 (charge +1) at a distorted geometry. The level of theory is wB97M-V/def2-TZVPD.

Each line ends with the Mulliken charge.
Cartesian coordinates (Å):
N: 2.053 1.079 1.206  -0.41
C: 0.940 0.484 0.836  0.67
C: 1.040 -0.699 -0.081  -0.99
C: -0.340 -1.150 -0.608  0.05
C: -1.059 -0.193 -1.470  -0.21
O: -1.752 -0.482 -2.552  -0.47
N: -1.559 -0.602 -0.072  -0.36
C: -1.606 0.368 0.898  0.42
O: -2.491 1.057 1.326  -0.45
N: -0.224 0.805 1.306  -0.17
H: 3.079 0.876 0.738  0.31
H: 2.203 1.816 1.845  0.20
H: 1.422 -1.586 0.373  0.49
H: 1.751 -0.647 -0.896  0.43
H: -0.372 -2.179 -0.830  0.48
H: -1.037 0.875 -1.264  0.40
H: -1.820 -1.470 -2.634  0.37
H: -0.228 1.647 1.879  0.25

Atomic forces in eV per Å
4.380 -0.973 -2.325
1.483 -1.519 -0.713
-1.210 -0.794 -0.514
1.594 2.892 0.070
-1.035 0.735 1.427
-0.533 -1.761 -0.786
-1.622 -1.183 1.173
0.646 1.163 -0.505
0.841 -1.439 -0.585
-0.717 1.114 0.999
-3.911 0.106 1.263
-0.802 0.935 0.947
0.426 -0.310 1.485
0.027 0.948 -0.359
-0.277 -1.099 -0.337
1.275 0.152 -1.204
-0.109 1.266 -0.189
-0.457 -0.233 0.154

Properties
DFT total energy	-13871.71249	eV
E_HOMO	-14.1	eV
total charge	+1
ΔE to the lowest compared entry with this formula, charge and spin	34.8	kcal per mole
SMILES string	[NH2+]=C1C[C@@H]2[C@@H](O)N2C(=O)N1
Kohn-Sham gap	0.36881	Ha

---

This record from the OMol25 dataset describes a molecular structure, C35H23Br2Cl3F2GeN3Sn at a distorted geometry. The level of theory is wB97M-V/def2-TZVPD.

Each line ends with the Mulliken charge.
Cartesian coordinates (Å):
Sn: 0.396 -1.344 -0.344  0.83
F: -0.933 -1.668 5.057  -0.33
C: -0.015 -1.754 4.065  0.27
C: -0.348 -1.753 2.702  -0.68
C: 0.695 -1.856 1.764  0.71
C: 2.055 -1.809 2.203  -0.26
C: 2.312 -1.774 3.526  1.05
F: 3.589 -1.691 3.910  -0.34
C: 1.296 -1.787 4.479  -0.87
C: 3.112 -1.773 1.175  -0.18
C: 4.438 -2.184 1.311  -1.16
C: 5.306 -2.009 0.237  -0.37
C: 4.898 -1.446 -0.976  -1.01
C: 3.513 -1.170 -1.069  -0.14
N: 2.651 -1.295 -0.052  0.43
H: -1.412 -1.718 2.384  0.39
H: 1.557 -1.542 5.485  0.45
H: 4.834 -2.568 2.216  0.60
H: 6.361 -2.266 0.338  0.41
H: 5.547 -1.240 -1.833  0.42
H: 3.084 -0.814 -2.044  0.48
Br: -5.508 2.786 -0.218  -0.15
C: -4.148 1.649 -0.903  -0.16
C: -3.235 2.073 -1.865  -0.51
C: -2.268 1.185 -2.238  -0.19
N: -2.209 -0.092 -1.823  -0.24
C: -3.171 -0.536 -0.988  0.65
C: -4.148 0.371 -0.462  -0.81
C: -3.145 -1.938 -0.584  0.16
C: -4.323 -2.669 -0.704  -0.68
C: -4.274 -4.017 -0.515  -0.11
Br: -5.780 -5.080 -0.911  -0.16
C: -3.167 -4.615 0.058  -0.91
C: -2.088 -3.799 0.317  -0.78
N: -2.041 -2.480 -0.019  0.52
H: -3.316 3.035 -2.362  0.48
H: -1.550 1.440 -3.067  0.44
H: -4.876 0.043 0.218  0.66
H: -5.175 -2.273 -1.194  0.57
H: -3.133 -5.670 0.236  0.50
H: -1.205 -4.184 0.773  0.70
C: -1.637 5.718 0.570  -0.61
C: -1.164 5.131 -0.576  -0.72
C: -0.839 3.777 -0.623  0.14
C: -1.020 2.949 0.509  0.19
C: -1.603 3.505 1.612  -0.28
C: -1.844 4.904 1.705  -0.78
C: -0.647 1.507 0.564  -0.18
C: 0.362 0.933 -0.077  -0.78
C: 1.364 1.599 -0.947  0.70
C: 1.485 1.331 -2.312  0.41
C: 2.485 1.941 -3.074  -0.84
C: 3.390 2.833 -2.547  -0.61
C: 3.284 3.116 -1.217  -0.67
C: 2.377 2.487 -0.395  -0.35
H: -1.699 6.798 0.532  0.40
H: -0.892 5.641 -1.501  0.39
H: -0.402 3.334 -1.565  0.37
H: -1.850 2.883 2.426  0.54
H: -2.129 5.244 2.673  0.44
H: -1.285 0.852 1.174  0.21
H: 0.740 0.743 -2.808  0.40
H: 2.420 1.855 -4.124  0.44
H: 3.955 3.418 -3.241  0.42
H: 4.040 3.829 -0.791  0.28
H: 2.399 2.762 0.675  0.34
Cl: 2.788 -4.332 -2.354  -0.39
Ge: 1.000 -4.052 -1.102  0.66
Cl: 1.218 -5.350 0.852  -0.43
Cl: -0.472 -5.124 -2.326  -0.36

Atomic forces in eV per Å
0.045 0.330 0.450
-0.091 0.001 -0.698
0.269 -0.002 -0.241
-0.150 -0.552 0.001
-0.346 0.966 0.704
-1.148 -0.501 -1.976
-0.573 -0.235 1.024
0.281 0.073 0.703
0.695 0.762 -0.343
-0.391 0.387 -1.410
-0.466 0.736 -1.039
0.601 0.511 -0.875
-1.529 -0.116 0.721
0.419 0.326 -0.872
1.749 -0.863 0.739
0.886 -0.029 0.308
0.004 -0.371 0.652
-0.026 -0.323 0.651
-0.286 -0.090 0.150
-0.198 -0.255 0.483
0.406 -0.347 1.140
0.279 0.100 -0.211
-0.270 1.031 -0.417
-0.607 0.529 0.086
0.743 -0.956 -1.455
-0.807 -0.387 0.512
0.606 2.676 -0.170
1.603 -1.788 -0.953
0.071 -1.122 1.186
0.692 0.127 -0.995
-0.253 -1.048 0.854
-0.015 0.040 -0.049
0.059 0.442 -0.276
-0.253 1.403 -0.492
-0.647 -0.362 -0.393
0.097 -0.039 0.377
-0.627 -0.107 1.152
-0.798 -0.487 0.879
-0.664 0.646 -0.167
0.094 -0.324 0.159
0.540 -0.272 0.350
0.174 -0.095 1.166
0.967 -1.542 -1.319
0.499 -0.891 -0.343
0.268 -0.292 -1.110
-0.262 2.415 -0.041
0.388 -1.064 -1.343
-0.298 0.101 -0.087
0.368 -0.467 -0.987
1.606 0.820 0.934
0.319 0.598 0.420
-0.847 0.036 0.325
-1.130 -0.236 -0.945
1.812 0.956 1.570
-1.429 -0.614 0.229
-0.405 -0.005 0.560
-0.443 0.517 0.427
-0.535 0.651 1.220
-0.105 -0.582 1.065
-0.417 0.661 0.312
0.052 0.414 -0.062
-0.262 -0.471 -0.183
0.142 -0.426 -1.079
0.749 0.126 -0.016
-1.018 -0.673 -0.192
-0.311 -0.431 -0.642
0.098 -0.066 0.162
0.072 -0.252 0.612
0.017 0.404 -0.942
-0.068 -0.102 0.040

Properties
spin multiplicity	2
expectation value of S²	0.763
DFT total energy	-286574.75263	eV
E_HOMO (spin up / spin down)	-6.7 / -8.3	eV
total charge	0
ΔE to the lowest compared entry with this formula, charge and spin	0.5	kcal per mole
Kohn-Sham gap (spin up / spin down)	0.23012 / 0.25104	Ha